Computed, not measured: an isolated molecule of C3H6O2, with ωB97M-V/def2-TZVPD.

Cartesian coordinates (Å):
O 2.311 -0.645 -0.220
C 1.452 -0.287 0.413
C 0.284 0.519 -0.200
C -1.277 0.248 0.080
O -1.407 -1.206 0.061
H 1.336 -0.561 1.410
H 0.441 0.391 -1.254
H 0.770 1.476 0.175
H -1.136 0.689 0.996
H -1.837 0.843 -0.532
H -0.936 -1.467 -0.930

Calculated values
SMILES = O=CCCO
calculated total energy = -268.277908 Ha
largest force on an atom = 0.1636 hartree/bohr
lowest unoccupied orbital energy = 0.7534 eV
net charge = 0

Computed, not measured: a structure of composition C17H28N2O6S, with ωB97M-V/def2-TZVPD.

Cartesian coordinates (Å):
C -1.806 -1.294 -4.179
C -2.456 -0.293 -3.584
C -2.105 1.157 -3.824
O -1.145 1.379 -4.457
O -2.920 2.125 -3.323
C -2.594 2.477 -1.957
C -1.082 2.682 -1.713
C -0.780 3.557 -0.467
C -0.817 2.752 0.866
C 0.560 2.266 1.390
C 1.566 1.752 0.309
C 2.088 0.302 0.501
O 3.351 0.249 1.205
S 3.000 -0.680 2.536
O 3.959 -1.685 2.743
O 2.818 0.285 3.555
O 1.550 -1.307 2.154
C 1.146 -0.875 0.820
C -0.367 -0.742 0.483
C -1.354 -0.998 1.643
C -1.186 -0.480 3.063
N -2.404 -1.650 1.405
C 1.667 -2.093 -0.063
C 1.439 -3.469 0.593
C 2.675 -4.309 0.978
N 0.321 -4.004 0.820
H -1.495 -2.189 -3.626
H -1.590 -1.324 -5.253
H -3.300 -0.568 -2.934
H -2.927 1.617 -1.339
H -3.205 3.338 -1.665
H -0.660 3.156 -2.613
H -0.642 1.677 -1.604
H -1.565 4.327 -0.405
H 0.203 4.036 -0.577
H -1.245 3.410 1.641
H -1.560 1.943 0.743
H 1.018 3.094 1.946
H 0.388 1.449 2.105
H 2.458 2.396 0.382
H 1.221 1.836 -0.727
H 2.411 0.052 -0.530
H -0.578 -1.486 -0.295
H -0.557 0.228 -0.003
H -1.941 0.263 3.352
H -1.340 -1.345 3.728
H -0.181 -0.108 3.296
H -2.441 -1.932 0.423
H 2.763 -1.953 -0.111
H 1.323 -2.027 -1.107
H 2.639 -5.187 0.312
H 2.491 -4.692 1.988
H 3.605 -3.743 0.876
H -0.417 -3.373 0.498

Calculated values
calculated total energy = -1623.541791 Ha
largest force on an atom = 0.0773 hartree/bohr
lowest unoccupied orbital energy = -0.5143 eV
net charge = 0

Computed, not measured: a structure of composition C2H6N4O, with ωB97M-V/def2-TZVPD.

Cartesian coordinates (Å):
C -0.868 0.482 -0.025
C 0.512 0.861 -0.759
H -2.171 -0.672 2.075
H -1.789 -2.267 1.375
H -1.528 1.225 0.664
H 1.766 2.326 -1.444
H 2.529 0.569 -0.884
H 0.585 -1.352 -0.117
N -2.128 -1.250 1.116
N -0.979 -0.751 0.273
N 0.670 2.063 -1.157
N 1.608 -0.041 -0.988
O 1.791 -1.191 -0.129

Calculated values
calculated total energy = -373.859600 Ha
largest force on an atom = 0.1103 hartree/bohr
lowest unoccupied orbital energy = 0.1303 eV
net charge = 0

Computed, not measured: an isolated molecule of CH3NO2S2, with ωB97M-V/def2-TZVPD.

Cartesian coordinates (Å):
C 0.031 0.180 -0.065
N 3.255 -0.707 -0.471
O 4.086 -1.573 -0.368
O 1.068 2.595 0.026
S 2.896 0.352 0.752
S 1.393 1.314 -0.561
H -0.131 0.243 1.006
H -0.863 0.503 -0.588
H 0.298 -0.827 -0.363

Calculated values
calculated total energy = -1041.391352 Ha
largest force on an atom = 0.0475 hartree/bohr
lowest unoccupied orbital energy = -0.4465 eV
net charge = 0

Computed, not measured: a cluster of 7 separate species, C55H50NO27PS in total, with ωB97M-V/def2-TZVPD.

Cartesian coordinates (Å):
C 5.091 -4.074 3.020
C 4.816 -3.294 2.113
C 4.516 -2.372 0.866
C 2.937 -2.046 0.718
O 2.141 -3.000 1.445
C 2.536 -1.932 -0.819
C 2.928 -3.119 -1.803
C 2.960 -4.563 -1.104
C 3.054 -5.715 -2.220
C 3.516 -7.095 -1.537
C 1.005 -1.634 -1.207
C 0.008 -2.833 -0.876
C -0.230 -3.991 -1.841
C -1.203 -5.097 -1.546
C -1.997 -5.135 -0.252
C -1.782 -4.009 0.715
C -2.563 -3.911 2.107
C -0.808 -2.896 0.402
C 3.216 -0.485 -1.060
O 3.723 -0.052 -2.069
O 3.172 0.233 0.182
C 2.771 -0.563 1.347
S 1.040 -0.048 1.869
P 3.708 -0.223 2.982
N 2.782 -0.835 4.142
H 5.446 -5.027 3.505
H 5.149 -1.422 0.885
H 4.915 -2.963 -0.024
H 2.155 -2.789 2.403
H 3.988 -2.910 -2.177
H 2.281 -3.206 -2.721
H 3.858 -4.718 -0.430
H 2.046 -4.721 -0.442
H 3.847 -5.468 -3.003
H 2.050 -5.916 -2.699
H 2.641 -7.698 -1.132
H 4.220 -6.930 -0.664
H 4.049 -7.775 -2.276
H 0.983 -1.547 -2.347
H 0.607 -0.638 -0.836
H 0.339 -4.022 -2.818
H -1.371 -5.936 -2.279
H -2.721 -5.970 0.001
H -3.620 -4.297 2.037
H -1.978 -4.376 2.957
H -2.608 -2.792 2.333
H -0.718 -2.064 1.152
H 0.564 0.732 0.819
H 3.850 1.193 3.219
H 5.028 -0.761 2.984
H 2.495 -0.064 4.763
O -0.304 1.060 -1.384
C -0.835 1.967 -2.004
C -2.107 1.796 -2.710
C -2.646 2.811 -3.392
O -3.821 2.677 -4.053
C -1.977 4.144 -3.460
O -2.492 5.039 -4.107
C -0.719 4.323 -2.736
C -0.180 3.309 -2.052
O 0.982 3.456 -1.375
H -2.579 0.824 -2.654
H -3.989 3.549 -4.461
H -0.255 5.299 -2.780
H 1.161 2.586 -0.968
O -8.220 3.898 -4.694
C -8.289 2.879 -4.032
C -7.115 2.058 -3.727
C -7.238 0.937 -3.012
O -6.164 0.166 -2.718
C -8.564 0.479 -2.502
O -8.637 -0.559 -1.869
C -9.734 1.312 -2.786
C -9.611 2.435 -3.499
O -10.680 3.219 -3.770
H -6.160 2.399 -4.103
H -6.514 -0.584 -2.196
H -10.687 0.979 -2.397
H -10.330 3.963 -4.298
O -1.913 8.359 -2.571
C -3.068 8.629 -2.853
C -3.930 7.713 -3.602
C -5.186 8.057 -3.904
O -5.998 7.222 -4.593
C -5.752 9.377 -3.496
O -6.895 9.661 -3.806
C -4.897 10.283 -2.727
C -3.643 9.938 -2.422
O -2.838 10.761 -1.710
H -3.508 6.760 -3.894
H -6.846 7.699 -4.683
H -5.324 11.229 -2.422
H -1.989 10.285 -1.625
O -3.442 0.324 -0.214
C -3.810 1.257 0.477
C -4.972 2.079 0.136
C -5.332 3.104 0.913
O -6.404 3.873 0.614
C -4.568 3.450 2.148
O -4.916 4.404 2.821
C -3.420 2.614 2.502
C -3.063 1.586 1.725
O -2.006 0.803 2.039
H -5.514 1.820 -0.761
H -6.452 4.542 1.325
H -2.885 2.864 3.408
H -1.955 0.136 1.324
O 2.037 1.310 6.321
C 2.565 2.399 6.462
C 2.320 3.515 5.548
C 2.933 4.688 5.729
O 2.718 5.732 4.897
C 3.887 4.903 6.858
O 4.440 5.980 6.979
C 4.113 3.793 7.786
C 3.497 2.621 7.607
O 3.692 1.585 8.454
H 1.629 3.346 4.733
H 3.276 6.458 5.240
H 4.792 3.967 8.610
H 3.139 0.857 8.108
O 10.074 -9.257 2.375
C 9.329 -8.775 1.541
C 8.708 -7.460 1.705
C 7.882 -6.977 0.772
O 7.301 -5.763 0.907
C 7.562 -7.753 -0.462
O 6.791 -7.287 -1.281
C 8.202 -9.058 -0.638
C 9.030 -9.540 0.293
O 9.632 -10.742 0.147
H 8.946 -6.909 2.605
H 6.753 -5.646 0.106
H 7.976 -9.603 -1.545
H 10.175 -10.861 0.951

Calculated values
SMILES = C#CC[C@]1(O)[C@@](CCCC)(Cc2cccc(C)c2)C(=O)O[C@]1(S)[PH2]=N.O=C1C=C(O)C(=O)C=C1O.O=C1C=C(O)C(=O)C=C1O.O=C1C=C(O)C(=O)C=C1O.O=C1C=C(O)C(=O)C=C1O.O=C1C=C(O)C(=O)C=C1O.O=C1C=C(O)C(=O)C=C1O
calculated total energy = -4951.306639 Ha
largest force on an atom = 0.0699 hartree/bohr
lowest unoccupied orbital energy = -1.9406 eV
net charge = 0

Computed, not measured: a structure of composition C7H21FN3O10PSSn, with ωB97M-V/def2-TZVPD.

Cartesian coordinates (Å):
Sn 5.258 9.710 6.170
N 6.224 3.908 8.086
C 5.214 4.929 8.167
C 5.660 6.458 7.992
C 6.816 6.974 8.727
C 6.921 8.480 8.812
N 7.129 9.089 7.461
H 6.922 3.958 8.827
H 6.716 3.908 7.177
H 4.785 4.854 9.145
H 4.490 4.781 7.360
H 4.801 7.097 8.215
H 5.894 6.513 6.932
H 7.764 6.628 8.378
H 6.861 6.510 9.718
H 7.829 8.738 9.397
H 6.040 8.908 9.337
H 7.488 8.402 6.778
H 7.768 9.892 7.474
C 8.086 15.762 7.196
O 6.798 15.415 7.753
P 6.763 15.084 9.391
O 5.347 14.259 9.397
C 4.986 12.955 8.845
O 7.951 13.947 9.428
C 8.101 12.940 8.420
H 8.294 16.848 7.538
H 8.085 15.738 6.134
H 8.943 15.120 7.451
H 5.247 12.152 9.494
H 5.455 12.827 7.872
H 3.921 12.983 8.579
H 9.083 12.625 8.437
H 7.809 13.130 7.357
H 7.493 12.026 8.673
O 8.601 11.493 5.839
S 7.380 11.296 5.109
O 6.126 11.567 5.980
O 7.147 9.864 4.751
O 7.405 12.054 3.884
O 7.071 4.840 11.349
N 8.295 4.523 11.266
O 8.837 4.387 10.136
O 8.927 4.328 12.289
F 4.514 10.438 7.904

Calculated values
calculated total energy = -2249.787134 Ha
largest force on an atom = 0.0578 hartree/bohr
lowest unoccupied orbital energy = 4.7408 eV
net charge = -2